DFT (ωB97M-V/def2-TZVPD) results for one molecule with the formula C17H21NO6S in a non-equilibrium geometry.

Last columns: bonded neighbours and bond lengths (Å).
CARTESIAN COORDINATES (ANGSTROEM)
1 C -2.69 0.05 -1.49  O5 1.411, H18 1.089, H21 1.095, H22 1.094
2 C 2.40 3.20 -2.74  H8 1.089, O16 1.404, H19 1.097, H41 1.097
3 H -0.56 -3.90 2.63  C7 1.078
4 C 1.90 0.65 -4.53  H20 1.093, C31 1.535, H32 1.090, C35 1.533
5 O -2.30 0.17 -0.13  C1 1.411, C11 1.352
6 O -1.32 0.71 4.00  S28 1.438
7 C -0.93 -3.08 2.05  H3 1.078, C9 1.385, C12 1.384
8 H 2.18 3.61 -1.76  C2 1.089
9 C -1.12 -1.84 2.63  C7 1.385, C30 1.378, H36 1.078
10 H -1.08 2.38 0.93  C14 1.085
11 C -1.88 -0.94 0.52  O5 1.352, C25 1.393, C30 1.394
12 C -1.22 -3.24 0.70  C7 1.384, H23 1.079, C25 1.385
13 H 3.75 1.77 -4.32  C31 1.099
14 C -0.55 1.90 1.74  H10 1.085, S28 1.862, H34 1.085, C42 1.467
15 H 2.87 -1.25 1.17  C37 1.070
16 O 2.71 1.85 -2.53  C2 1.404, C31 1.413
17 N 0.92 -0.33 -2.49  C35 1.443, H40 1.010, C46 1.361
18 H -3.01 1.05 -1.78  C1 1.089
19 H 3.24 3.74 -3.18  C2 1.097
20 H 1.18 1.47 -4.64  C4 1.093
21 H -1.85 -0.27 -2.11  C1 1.095
22 H -3.52 -0.65 -1.60  C1 1.094
23 H -1.06 -4.20 0.23  C12 1.079
24 H -1.90 -2.35 -1.11  C25 1.078
25 C -1.69 -2.19 -0.06  C11 1.393, C12 1.385, H24 1.078
26 C 1.46 -0.31 -0.19  C37 1.371, O45 1.356, C46 1.469
27 H 1.89 -1.43 -3.92  C35 1.093
28 S -1.78 0.83 2.64  O6 1.438, C14 1.862, C30 1.796, O33 1.436
29 H 1.69 0.39 3.00  C38 1.070
30 C -1.59 -0.79 1.87  C9 1.378, C11 1.394, S28 1.796
31 C 3.09 1.14 -3.70  C4 1.535, H13 1.099, O16 1.413, H43 1.093
32 H 2.25 0.38 -5.53  C4 1.090
33 O -3.10 1.35 2.43  S28 1.436
34 H -0.21 2.62 2.49  C14 1.085
35 C 1.22 -0.56 -3.89  C4 1.533, N17 1.443, H27 1.093, H44 1.096
36 H -0.91 -1.65 3.67  C9 1.078
37 C 2.08 -0.55 1.01  H15 1.070, C26 1.371, C38 1.409
38 C 1.47 0.30 1.95  H29 1.070, C37 1.409, C42 1.370
39 O 2.45 -1.82 -1.71  C46 1.216
40 H 0.48 0.55 -2.27  N17 1.010
41 H 1.52 3.33 -3.39  C2 1.097
42 C 0.52 1.01 1.27  C14 1.467, C38 1.370, O45 1.348
43 H 3.67 0.28 -3.34  C31 1.093
44 H 0.30 -0.80 -4.43  C35 1.096
45 O 0.51 0.65 -0.03  C26 1.356, C42 1.348
46 C 1.69 -0.89 -1.52  N17 1.361, C26 1.469, O39 1.216

Computed properties:
Energy relative to the best compared isomer or geometry (same formula, charge and spin) = 0.329 eV
Net charge = 0
Calculated total energy = -42578.681 eV
F_max = 0.025 Eh/bohr
Frontier orbital gap = 9.11 eV